A single C2OS molecule. Source: OMol25; level of theory: ωB97M-V with the def2-TZVPD basis set.

Last column: natural (NBO) charge in e.
CARTESIAN COORDINATES (ANGSTROEM)
1 C -0.437 0.367 0.301  0.06
2 C 0.219 -0.939 0.019  -0.18
3 O 0.130 1.313 -0.577  -0.62
4 S 1.417 0.473 -0.134  0.74

ΔE to the lowest compared entry with this formula, charge and spin   479.8 kJ/mol
Gap between HOMO and LUMO (spin up / spin down)   8.30 / 8.30 eV
Lowest unoccupied orbital energy (spin up / spin down)   -1.6 / -1.6 eV
SMILES   C1#S2=C1O2
HOMO energy (spin up / spin down)   -9.9 / -9.9 eV